No. 1
The following is a quantum chemistry calculation of 2 unconnected molecules or ions with the total composition C4H9FO2 in a non-equilibrium geometry, from OMol25.

Calculated values
LUMO level (alpha / beta): -0.806 / -0.804 eV
relative energy (zero: lowest compared OMol25 entry of this formula, charge and spin): 93.4 kcal per mole

```
! wB97M-V def2-TZVPD RIJCOSX def2/J DEFGRID3
* xyz 0 1
F -0.88 -1.41 -0.66
O 1.75 -1.08 -1.85
O -0.17 1.10 1.58
C 0.08 -0.74 0.01
C -1.45 1.33 -0.51
C -0.10 0.82 0.17
C 1.02 -1.53 0.88
H -0.87 1.78 1.66
H -1.33 1.43 -1.56
H 0.77 1.19 -0.28
H 2.01 -1.06 1.01
H -1.60 2.31 0.01
H 1.12 -2.51 0.45
H 1.26 -0.66 -2.54
H -2.12 0.49 -0.16
H 0.51 -1.48 1.77
*
```

***

No. 2
The following is a quantum chemistry calculation of 2 unconnected molecules or ions with the total composition C8H10BFO3 in a non-equilibrium geometry, from OMol25.

Calculated values
LUMO level: 0.199 eV
relative energy (zero: lowest compared OMol25 entry of this formula, charge and spin): 41.0 kcal per mole
SMILES: COC1=CC/C(=C\F)C=C1.O=BO

```
! wB97M-V def2-TZVPD RIJCOSX def2/J DEFGRID3
* xyz 0 1
F 3.29 -1.25 -2.11
O 0.21 0.97 2.61
O -2.16 0.69 0.73
O 2.02 -0.30 1.53
C -0.33 1.52 -0.49
C 1.42 0.09 -1.42
C -1.14 0.38 -0.04
C 0.55 -1.14 -1.20
C -2.78 -0.47 1.23
C 0.90 1.39 -1.06
C 2.70 -0.06 -1.85
C -0.73 -0.87 -0.39
B 1.02 0.21 1.99
H -0.62 0.63 2.93
H -1.38 -1.58 -0.04
H 1.25 -1.91 -0.66
H 1.60 2.07 -1.40
H -2.22 -0.97 1.92
H 3.28 0.83 -1.78
H 0.47 -1.59 -2.25
H -3.10 -1.09 0.46
H -0.59 2.58 -0.31
H -3.66 -0.10 1.59
*
```

***

No. 3
The following is a quantum chemistry calculation of a gas-phase ion, C9H14N6 (charge +2) in a non-equilibrium geometry, from OMol25.

Calculated values
LUMO level (alpha / beta): -9.287 / -9.287 eV
relative energy (zero: lowest compared OMol25 entry of this formula, charge and spin): 55.4 kcal per mole
SMILES: C/[NH+]=C(\N(C)C)[n+]1[nH]nc2cccnc21

```
! wB97M-V def2-TZVPD RIJCOSX def2/J DEFGRID3
* xyz 2 1
N -1.87 1.29 -0.23
N -0.69 -1.96 0.48
N 1.56 0.96 0.28
N 1.93 -1.74 0.36
N -0.28 -0.58 0.15
N -1.94 -2.13 0.44
C -3.14 1.57 -0.29
C -4.23 0.72 -0.13
C -2.55 -1.01 0.09
C -1.54 0.04 0.02
C 3.00 1.06 0.32
C 1.04 -0.17 0.34
C 0.83 2.21 0.26
C -3.93 -0.68 -0.05
C 2.52 -2.01 -0.91
H 3.31 -0.04 0.34
H -3.32 2.59 -0.67
H 3.10 1.70 -0.61
H 1.72 -2.38 -1.56
H 3.55 1.63 1.07
H 2.50 -1.55 1.22
H -0.34 2.18 0.06
H 0.05 -2.62 0.44
H 3.13 -1.26 -1.47
H -4.69 -1.45 -0.01
H 3.22 -2.81 -0.80
H 0.94 2.40 1.35
H -5.24 1.03 -0.14
H 1.34 3.02 -0.35
*
```

***

No. 4
The following is a quantum chemistry calculation of a molecular structure, C23H19N5O8STl in a non-equilibrium geometry, from OMol25.

Calculated values
LUMO level (alpha / beta): -0.933 / -0.934 eV
relative energy (zero: lowest compared OMol25 entry of this formula, charge and spin): 14.1 kcal per mole

```
! wB97M-V def2-TZVPD RIJCOSX def2/J DEFGRID3
* xyz -1 1
Tl -12.69 10.38 -6.68
S -9.28 10.69 -7.16
O -11.47 11.47 -4.35
O -9.72 6.44 -5.34
O -15.97 13.23 -7.35
O -13.87 16.82 -4.51
O -14.77 10.22 -4.89
O -14.16 12.09 -8.15
O -12.33 7.49 -5.27
O -10.43 13.25 -3.47
N -15.40 8.71 -3.21
N -12.89 13.06 -5.91
N -9.74 9.49 -4.80
N -14.43 8.04 -3.66
N -8.56 11.47 -4.77
C -10.68 6.05 -4.39
C -18.27 12.29 -4.30
C -14.27 15.06 -6.11
C -19.01 12.07 -3.13
C -13.57 15.61 -5.10
C -12.64 4.99 -2.70
C -11.32 4.53 -2.64
C -10.36 5.04 -3.53
C -9.98 6.13 -6.69
C -12.51 14.92 -4.46
C -18.60 11.15 -2.17
C -17.35 10.56 -2.32
C -14.77 12.97 -7.45
C -12.97 6.15 -3.44
C -16.67 10.74 -3.50
C -13.89 13.70 -6.52
C -12.29 13.60 -4.84
C -15.52 9.90 -3.95
C -9.18 10.48 -5.50
C -14.18 6.79 -3.16
C -17.08 11.57 -4.51
C -12.01 6.68 -4.38
C -11.28 12.72 -4.19
H -9.11 11.91 -4.06
H -14.44 17.34 -5.08
H -15.20 15.49 -6.44
H -11.92 15.39 -3.67
H -8.15 12.15 -5.44
H -16.97 9.86 -1.58
H -18.60 12.94 -5.13
H -11.07 3.60 -2.09
H -9.74 7.06 -7.24
H -20.00 12.56 -3.05
H -19.12 10.86 -1.27
H -9.37 5.32 -6.98
H -16.53 11.61 -5.47
H -11.01 5.84 -6.81
H -14.97 6.41 -2.56
H -13.40 4.55 -2.03
H -9.45 4.50 -3.63
H -10.33 9.74 -3.99
H -9.99 8.67 -5.29
*
```

***

No. 5
The following is a quantum chemistry calculation of 8 unconnected molecules or ions with the total composition C53H65BrF7N3O25S2 in a non-equilibrium geometry, from OMol25.

Calculated values
LUMO level: -0.270 eV
SMILES: CCCCCCCCCCCCc1c(O)cc(Br)c2c1N(OC[C@H](C)O)c1c(C)ccc(CCSc3nnco3)c1S2.O=C1OC[C@@H](F)O1.O=C1OC[C@@H](F)O1.O=C1OC[C@@H](F)O1.O=C1OC[C@@H](F)O1.O=C1OC[C@@H](F)O1.O=C1OC[C@@H](F)O1.O=C1OC[C@@H](F)O1

```
! wB97M-V def2-TZVPD RIJCOSX def2/J DEFGRID3
* xyz 0 1
Br -5.60 5.57 0.00
S -6.02 -1.65 -4.72
S -4.89 2.27 0.09
F 9.34 -2.10 0.46
F -5.85 10.74 4.33
F 0.56 -5.10 -6.91
F 5.75 -6.78 2.86
F -3.06 2.58 -3.02
F -4.25 -11.44 -6.97
F 3.65 10.04 2.72
O 2.76 8.14 1.90
O -5.44 11.31 2.19
O 0.60 4.55 -1.49
O -3.60 -3.36 -4.87
O -1.22 3.29 -1.93
O 10.63 2.08 1.15
O 10.20 -0.02 0.44
O 1.16 6.65 1.33
O -2.44 -10.72 -5.87
O -1.01 5.32 -2.88
O 0.85 -5.49 -9.10
O 9.90 0.51 2.61
O 0.59 -6.51 -11.11
O -4.75 9.30 1.41
O -4.60 11.13 0.10
O -0.94 -6.82 -9.46
O -2.24 -8.68 -6.81
O -2.52 0.68 3.13
O -0.63 -9.44 -5.41
O 6.61 -4.70 2.82
O -3.64 -1.97 2.69
O 0.62 8.82 1.68
O 7.04 -2.60 3.53
O -1.00 6.06 3.32
O 6.31 -4.16 4.99
N -3.40 -1.55 -6.12
N -2.26 -2.25 -6.28
N -2.23 1.27 1.93
C 3.52 -3.77 1.23
C -5.97 10.32 3.04
C 0.93 3.25 2.38
C 9.43 -0.81 2.43
C -2.33 -3.45 -5.48
C 0.20 -6.30 -9.99
C -1.89 5.20 2.61
C -4.11 -0.21 -1.39
C -3.09 5.82 1.84
C 6.52 -5.91 3.55
C -3.82 0.76 -0.20
C 1.22 -4.35 2.41
C -4.05 4.88 1.05
C 6.69 -3.72 3.76
C -2.49 3.66 -2.43
C -3.22 -1.46 -1.69
C -0.49 -1.10 1.36
C -6.06 -1.36 -2.86
C 4.51 0.00 0.45
C 1.49 7.77 1.61
C -0.10 -5.22 -8.09
C -1.75 -0.78 0.43
C 1.37 9.92 2.17
C -0.44 4.40 -2.05
C -4.34 -2.20 -5.21
C 2.77 9.55 1.81
C -5.09 9.13 2.78
C 3.29 1.03 0.14
C 4.64 -2.58 1.17
C -4.40 -1.04 3.49
C 1.79 1.91 2.22
C -2.01 -1.73 -0.76
C -3.74 3.35 1.10
C 10.27 0.96 1.38
C 10.11 -1.23 1.16
C -3.93 0.50 3.36
C -2.56 2.70 1.86
C 4.17 -1.52 0.04
C -4.50 -1.58 5.00
C -0.33 3.08 3.42
C -3.38 -9.30 -7.38
C -2.64 0.48 0.76
C 3.12 2.14 1.29
C -1.67 -9.60 -5.98
C 0.24 -4.02 3.64
C 5.84 -5.49 4.82
C -3.71 -10.36 -6.38
C -2.16 4.72 -3.44
C -4.90 10.63 1.14
C -5.35 0.01 -2.41
C -1.61 3.68 2.64
C -0.96 -6.44 -8.10
C 2.53 -3.41 2.47
H 0.55 -4.70 4.52
H -0.41 1.96 3.61
H 4.75 -5.48 4.73
H -5.04 -2.60 4.93
H 0.25 -2.91 3.93
H 1.05 10.85 1.70
H -5.20 -0.92 5.63
H 1.55 -5.45 2.46
H -4.18 9.14 3.39
H 0.50 3.51 1.35
H 0.45 -0.93 0.69
H 4.70 -1.83 -0.94
H -6.12 0.68 -1.87
H -3.12 -9.71 -8.36
H 3.13 3.16 0.77
H -7.02 10.15 2.81
H -0.83 -4.35 3.36
H 2.20 1.50 3.22
H 3.10 -3.56 3.46
H -4.16 0.99 4.39
H -0.56 -7.25 -7.48
H 7.51 -6.33 3.70
H 3.07 9.86 0.81
H 0.66 -4.14 1.42
H -0.14 3.59 4.42
H 1.22 10.01 3.26
H 6.11 -6.12 5.67
H -5.61 8.19 2.94
H -7.19 -1.23 -2.62
H 3.52 1.52 -0.87
H -4.63 1.01 2.62
H 4.08 2.09 1.93
H -0.27 6.22 2.67
H -4.35 -10.02 -5.56
H 2.87 -3.81 0.29
H -3.49 -1.78 5.50
H -1.98 -6.23 -7.77
H -0.63 -4.29 -8.32
H -1.29 -2.59 -0.93
H -4.99 0.59 -3.34
H -0.37 -0.39 2.24
H -4.19 -8.58 -7.51
H 4.63 -2.10 2.20
H 1.18 1.11 1.70
H 11.11 -1.65 1.30
H -5.48 -1.07 3.08
H 3.05 -1.69 -0.13
H -0.47 -2.19 1.68
H -4.24 -2.29 1.98
H 2.32 0.42 0.02
H 8.34 -0.80 2.34
H -2.97 5.44 -3.56
H -3.12 4.01 -1.60
H -3.26 6.94 1.81
H -1.57 -4.28 -5.32
H 5.68 -3.01 0.94
H 5.48 0.28 -0.11
H -3.41 -2.18 -2.55
H -5.73 -2.28 -2.27
H 9.71 -1.45 3.28
H 1.59 4.10 2.74
H -1.92 4.30 -4.42
H 4.76 -0.01 1.57
H 2.24 -2.30 2.33
H 4.07 -4.77 1.44
*
```